A 9-piece molecular cluster, H18O9 overall, computed with the ωB97M-V functional and the def2-TZVPD basis.

As for the net charge: 0. The calculation puts the highest occupied orbital energy at -10.68 eV. As for the SMILES: O.O.O.O.O.O.O.O.O. As for the LUMO energy: -0.2 eV. For the energy above the lowest of the compared OMol25 structures with the same formula, charge and spin, the calculation gives 3.580 eV.

Geometry as XYZ:
```
27
Properties=species:S:1:pos:R:3:forces:R:3:mulliken_charge:R:1
O -45.626060 12.677403 -29.828006 0.0 -0.6 -1.6 -0.6449
H -45.594651 11.673413 -30.101952 0.4 3.0 -0.2 0.3992
H -45.430884 13.287195 -30.619942 -0.4 -2.2 1.7 0.2870
O -50.141132 11.172152 -29.282274 -2.8 0.6 2.6 -0.6962
H -50.305446 12.119682 -29.237577 0.0 0.1 0.0 0.3417
H -49.430638 11.102402 -29.841194 3.1 -0.2 -2.3 0.3552
O -48.977069 13.684314 -30.141582 -0.5 0.2 -0.9 -0.6389
H -48.219592 13.449175 -29.595186 0.4 -0.1 -0.5 0.3633
H -48.771757 13.577539 -31.099832 0.2 -0.1 1.5 0.2742
O -46.265131 8.037907 -32.283799 -0.3 0.6 3.2 -0.5937
H -46.958269 7.435024 -32.444416 -1.7 -1.3 0.5 0.2906
H -45.976040 8.114632 -33.133207 2.0 0.9 -3.7 0.2854
O -44.986020 9.960855 -30.303665 -2.2 -1.6 0.6 -0.7203
H -45.565264 9.834518 -29.460187 1.5 -0.2 -2.3 0.3618
H -45.286527 9.270183 -31.005801 0.5 1.5 2.0 0.3115
O -45.707699 12.180308 -32.921576 0.4 0.1 -0.3 -0.6499
H -45.286835 13.072487 -33.091843 -1.8 -1.4 0.4 0.2903
H -46.667399 12.078721 -32.702153 1.3 1.2 -0.1 0.3266
O -50.973073 9.211392 -30.730072 -2.1 -3.1 -2.8 -0.6398
H -50.140014 8.875052 -30.529294 2.1 -1.3 0.3 0.2664
H -50.933714 9.999289 -30.297472 -0.4 3.9 2.1 0.4166
O -48.256361 10.659711 -31.466124 0.4 1.1 0.9 -0.5736
H -47.527648 10.043898 -31.394933 0.2 -0.4 -0.2 0.2836
H -48.799331 10.409979 -32.205428 -0.4 -0.7 -0.6 0.3385
O -48.766318 9.634446 -34.056895 -4.6 -3.3 0.9 -0.6230
H -47.966735 9.978980 -34.094637 6.5 2.0 -0.1 0.2894
H -49.246115 10.326403 -34.442915 -1.9 1.3 -1.0 0.2988
```
Positions in Å, forces in eV/Å.


A 9-piece molecular cluster, H18O9 overall, computed with the ωB97M-V functional and the def2-TZVPD basis.

As for the net charge: 0. The calculation puts the highest occupied orbital energy at -11.16 eV. As for the SMILES: O.O.O.O.O.O.O.O.O. As for the LUMO energy: 0.2 eV. For the energy above the lowest of the compared OMol25 structures with the same formula, charge and spin, the calculation gives 3.374 eV.

Geometry as XYZ:
```
27
Properties=species:S:1:pos:R:3:forces:R:3:mulliken_charge:R:1
O -1.145778 1.833593 -2.724296 -5.0 0.3 -0.3 -0.6389
H -1.105778 1.416593 -3.555296 0.5 -0.7 -1.3 0.2900
H -0.350778 1.906593 -2.309296 4.2 0.5 1.4 0.3720
O -1.472778 1.278593 0.070704 -2.8 -0.3 0.3 -0.6431
H -2.349778 1.094593 0.549704 2.2 0.3 -0.6 0.2998
H -1.829778 1.420593 -0.833296 0.7 0.1 0.1 0.3113
O 0.687222 -0.219407 3.290704 1.2 1.2 -0.9 -0.6519
H 0.610222 -0.802407 4.015704 -0.1 -1.0 1.2 0.2929
H 0.051222 -0.541407 2.650704 -0.8 -0.1 -0.1 0.4053
O 1.239222 2.416593 -1.631296 -1.8 1.6 0.4 -0.6892
H 1.391222 1.625593 -1.174296 0.5 -2.0 1.4 0.3919
H 1.915222 2.462593 -2.259296 1.6 0.2 -1.6 0.3108
O 1.308222 -1.968407 -2.314296 1.3 -5.6 -8.4 -0.5847
H 1.131222 -2.965407 -2.351296 0.4 2.5 0.5 0.3279
H 1.149222 -1.625407 -1.549296 -1.6 3.0 7.8 0.3279
O -2.053778 -2.072407 -0.333296 -2.0 -1.6 3.3 -0.6066
H -1.579778 -1.745407 -1.020296 2.5 1.7 -3.2 0.2794
H -2.957778 -2.113407 -0.638296 -0.3 -0.1 0.0 0.3013
O -1.668778 -1.083407 2.324704 5.3 -3.1 -2.3 -0.6211
H -1.597778 -1.597407 1.459704 -1.6 1.4 1.3 0.3868
H -2.379778 -0.668407 2.666704 -4.0 1.6 0.7 0.2190
O 0.865222 -0.333407 -0.131296 -0.3 -3.0 -4.0 -0.6457
H 1.411222 -0.177407 0.555704 3.0 1.0 3.6 0.2066
H 0.178222 0.258593 -0.052296 -3.0 2.2 0.5 0.3346
O 2.690222 1.103593 1.690704 -1.0 1.0 -0.1 -0.6104
H 3.444222 0.695593 1.347704 2.3 -0.4 -1.3 0.3213
H 2.420222 0.400593 2.254704 -1.3 -0.6 1.6 0.3128
```
Positions in Å, forces in eV/Å.


A 9-piece molecular cluster, H18O9 overall, computed with the ωB97M-V functional and the def2-TZVPD basis.

As for the net charge: 0. The calculation puts the highest occupied orbital energy at -9.82 eV. As for the SMILES: O.O.O.O.O.O.O.O.O. As for the LUMO energy: 0.3 eV. For the energy above the lowest of the compared OMol25 structures with the same formula, charge and spin, the calculation gives 3.326 eV.

Geometry as XYZ:
```
27
Properties=species:S:1:pos:R:3:forces:R:3:mulliken_charge:R:1
H -0.260281 0.372357 -0.617804 -0.1 -0.2 0.1 0.3071
H -1.166586 -0.702392 -0.040251 0.2 0.3 0.0 0.3969
H 4.068655 -0.748146 -0.044937 -0.3 -0.1 0.0 0.3077
H 4.365576 0.282107 -1.122182 0.3 -0.3 0.0 0.2883
H -2.262809 1.760154 -1.765799 0.1 0.0 0.1 0.2673
H -3.034504 1.630610 -0.462823 0.2 0.0 0.1 0.2489
H 3.048560 1.570388 -1.096962 -0.4 -0.2 0.1 0.2912
H 2.662632 2.576243 -0.024882 -0.1 0.0 -0.1 0.2924
H -2.113314 4.083212 0.734407 0.1 0.0 0.0 0.2969
H -0.718813 3.845314 1.290117 0.0 -0.1 -0.1 0.3041
H -3.600787 -1.153134 -1.796784 0.2 0.0 0.1 0.2988
H -4.490026 -1.444584 -0.599139 0.2 -0.1 0.1 0.3031
H -2.523747 -2.399632 2.100367 0.1 0.1 0.0 0.2886
H -2.100004 -2.268002 0.646697 -0.2 0.0 -0.1 0.2445
H 2.427680 -1.171655 2.921851 -0.1 0.0 -0.1 0.2977
H 2.055470 0.301944 2.924612 -0.1 -0.1 0.0 0.2940
H 1.384649 -2.449332 -1.535077 0.0 0.3 0.2 0.2740
H 1.767479 -3.567963 -0.580014 0.0 0.1 0.0 0.2833
O -0.317881 -0.579892 -0.480347 0.2 -0.2 -0.1 -0.5857
O 3.871906 -0.530256 -0.962980 0.2 0.5 -0.1 -0.5928
O -2.307657 1.236291 -0.957996 -0.6 0.1 -0.3 -0.4889
O 2.456940 2.312483 -0.928824 0.2 0.2 0.1 -0.5994
O -1.224907 3.818724 0.470268 -0.1 0.1 0.2 -0.5938
O -3.701092 -1.759652 -1.054448 -0.3 0.0 -0.2 -0.5868
O -2.238372 -1.750241 1.447801 -0.1 -0.2 0.3 -0.6812
O 1.861900 -0.529922 2.477935 0.2 0.1 0.2 -0.5837
O 2.089330 -2.735023 -0.942797 0.0 -0.5 0.0 -0.5726
```
Positions in Å, forces in eV/Å.


A 9-piece molecular cluster, H18O9 overall, computed with the ωB97M-V functional and the def2-TZVPD basis.

As for the net charge: 0. The calculation puts the highest occupied orbital energy at -10.29 eV. As for the SMILES: O.O.O.O.O.O.O.O.O. As for the LUMO energy: -0.1 eV. For the energy above the lowest of the compared OMol25 structures with the same formula, charge and spin, the calculation gives 2.466 eV.

Geometry as XYZ:
```
27
Properties=species:S:1:pos:R:3:forces:R:3:mulliken_charge:R:1
O -2.120732 -2.374055 0.850268 1.5 1.6 -0.6 -0.6035
H -2.757966 -3.029161 0.756723 -1.9 -1.9 0.1 0.2585
H -1.925730 -2.142243 -0.076859 -0.2 0.3 0.5 0.2732
O 0.071882 -1.093950 -1.531394 0.0 0.5 -0.1 -0.6595
H -0.454207 -0.741297 -2.249141 -0.3 0.4 -0.2 0.2784
H 0.085977 -2.017067 -1.731528 0.3 -1.2 0.1 0.2769
O -2.944383 -0.396514 -1.147595 2.1 -0.3 -0.3 -0.5698
H -3.779746 -0.012490 -1.045636 -2.2 0.6 0.1 0.2795
H -2.391294 0.270555 -0.712932 0.3 -0.1 0.1 0.3459
O 1.282314 2.599898 -0.737904 2.6 -0.2 -0.1 -0.7918
H 2.131749 2.197237 -1.078701 -1.0 0.3 0.7 0.3602
H 0.689115 2.328749 -1.407844 -1.4 -0.1 -1.1 0.3076
O 0.446440 -2.060157 1.486403 0.7 0.4 -1.0 -0.5818
H -0.502675 -2.065638 1.527972 -0.8 -0.2 0.0 0.3414
H 0.720777 -2.345500 2.338216 0.5 -0.3 1.1 0.2732
O 3.170215 2.997095 1.251863 0.3 -0.6 1.6 -0.6150
H 4.064654 3.278555 1.105413 0.4 0.3 -0.3 0.2988
H 2.641314 3.189766 0.503329 -0.6 0.6 -1.0 0.3720
O -2.198434 0.302006 2.281074 -3.0 0.0 2.8 -0.6196
H -2.323676 -0.609070 2.097097 -0.5 -1.4 -0.1 0.3453
H -1.533037 0.517562 1.713645 3.2 1.5 -2.5 0.3662
O -0.462769 0.876526 0.272200 -2.4 1.3 0.9 -0.6927
H 0.325251 1.380906 0.224075 1.4 0.9 0.1 0.3288
H -0.289317 0.047145 -0.087396 0.9 -2.4 -0.8 0.3829
O 2.825028 -0.201335 -1.220087 0.9 0.6 -0.1 -0.6163
H 3.296866 -0.387698 -2.040509 -0.1 -0.1 0.2 0.3178
H 1.932382 -0.509826 -1.340754 -0.7 -0.4 -0.1 0.3431
```
Positions in Å, forces in eV/Å.


A 9-piece molecular cluster, H18O9 overall, computed with the ωB97M-V functional and the def2-TZVPD basis.

As for the net charge: 0. The calculation puts the highest occupied orbital energy at -10.77 eV. As for the SMILES: O.O.O.O.O.O.O.O.O. As for the LUMO energy: 0.2 eV. For the energy above the lowest of the compared OMol25 structures with the same formula, charge and spin, the calculation gives 4.806 eV.

Geometry as XYZ:
```
27
Properties=species:S:1:pos:R:3:forces:R:3:mulliken_charge:R:1
O 1.695747 -0.984409 0.105793 0.5 -4.4 -1.3 -0.6079
H 1.578284 -0.149174 -0.244455 -0.8 3.2 -0.9 0.3702
H 1.593233 -1.540136 -0.755066 0.5 1.0 2.6 0.3036
O 0.150612 0.814023 -1.162989 -1.1 0.5 1.9 -0.6585
H 0.466220 0.406539 -1.930825 0.6 -0.5 -1.8 0.2728
H 0.156307 1.779322 -1.280886 0.1 -0.4 -0.1 0.4148
O 3.749769 0.994733 1.845457 -3.8 2.4 -3.4 -0.6295
H 4.161039 0.433936 2.412044 1.5 -2.8 2.5 0.2828
H 2.849299 0.621888 1.557391 2.3 0.4 0.9 0.3298
O 1.574853 2.267896 -2.984445 0.4 0.8 1.5 -0.6153
H 1.146669 3.031824 -3.335859 -0.5 1.2 -0.1 0.3094
H 1.547914 1.722065 -3.728806 0.3 -1.8 -1.8 0.2924
O 0.089382 3.287104 -0.361866 -2.8 -1.5 -7.7 -0.5815
H 0.836810 3.704843 -0.558517 4.7 2.7 -0.1 0.2810
H -0.195709 3.167131 0.430938 -1.8 -0.7 7.9 0.2500
O -2.927756 -2.611055 -1.181525 -1.9 -1.6 -2.2 -0.6188
H -3.199439 -3.458249 -0.792136 0.8 1.0 0.4 0.3151
H -2.387070 -2.025916 -0.715601 1.2 0.7 1.8 0.3055
O -3.311263 -1.260910 2.553225 -0.9 -2.9 -2.8 -0.6320
H -2.881376 -2.093714 2.072047 -1.3 2.7 1.7 0.2952
H -4.202127 -1.192058 2.043607 2.4 0.1 1.2 0.3378
O 2.830266 -3.635152 0.430753 0.7 -0.4 -1.1 -0.6258
H 3.346131 -3.046778 0.967728 0.2 0.5 0.3 0.3046
H 2.089825 -3.876922 0.955178 -1.0 -0.2 0.7 0.3079
O -3.851924 1.070316 0.864029 2.4 0.3 -2.1 -0.6176
H -3.952199 1.647405 1.608902 0.1 0.5 0.6 0.3016
H -2.951311 1.327633 0.426875 -2.5 -0.7 1.3 0.3124
```
Positions in Å, forces in eV/Å.


A 9-piece molecular cluster, H18O9 overall, computed with the ωB97M-V functional and the def2-TZVPD basis.

As for the net charge: 0. The calculation puts the highest occupied orbital energy at -9.85 eV. As for the SMILES: O.O.O.O.O.O.O.O.O. As for the LUMO energy: 0.0 eV. For the energy above the lowest of the compared OMol25 structures with the same formula, charge and spin, the calculation gives 4.198 eV.

Geometry as XYZ:
```
27
Properties=species:S:1:pos:R:3:forces:R:3:mulliken_charge:R:1
O -1.175255 -0.269780 -2.901904 0.3 -2.2 -5.6 -0.6706
H -1.272161 0.417253 -2.345554 -0.7 4.0 3.7 0.3109
H -1.346601 0.218723 -3.779897 0.4 -1.6 1.8 0.3297
O 1.238176 2.269274 -2.632498 -3.5 -1.5 -0.5 -0.5867
H 2.122565 2.410970 -2.554390 4.1 1.2 0.5 0.2807
H 1.247720 1.317194 -2.827805 -0.6 0.2 0.0 0.3080
O -1.636978 1.664207 -0.852775 1.5 1.6 -2.2 -0.6353
H -0.888133 1.168785 -0.544376 0.6 -0.5 0.9 0.3672
H -2.406592 1.413129 -0.428311 -2.1 -1.0 1.4 0.2704
O 0.462332 0.116360 0.185772 -0.1 1.1 2.3 -0.5258
H 1.053801 0.029822 0.963058 -0.6 0.4 -0.5 0.2650
H 0.861088 -0.435637 -0.443890 0.8 -1.6 -1.8 0.2470
O -2.012750 -1.232892 1.332449 -3.3 -0.9 -0.8 -0.6786
H -2.692951 -0.558579 1.080413 1.4 -0.8 0.6 0.2975
H -1.206132 -0.846126 1.562563 1.6 1.7 0.6 0.3586
O -0.844804 0.297929 3.626861 1.1 0.9 -0.7 -0.6509
H -0.524472 -0.509927 4.021553 0.0 -0.4 0.2 0.3166
H -0.022136 0.758021 3.304669 -1.1 -0.6 0.4 0.3625
O 2.509087 -1.983445 -1.162698 0.8 -0.1 2.5 -0.6692
H 2.805328 -2.105957 -0.210631 0.0 0.9 -1.5 0.3125
H 2.046624 -2.814624 -1.182975 -0.9 -0.6 -0.9 0.3365
O 1.699829 1.340137 2.669065 -4.6 -12.3 -0.6 -0.4598
H 2.031540 1.581044 3.409928 3.5 1.6 8.5 0.2192
H 1.802190 2.024405 2.238949 1.1 10.7 -7.9 0.2027
O -1.168133 -2.434433 -0.953599 -0.2 0.6 1.4 -0.6766
H -1.216342 -1.670249 -1.577878 -0.2 -0.8 1.0 0.3462
H -1.466840 -2.165603 0.003899 0.5 -0.1 -2.8 0.4222
```
Positions in Å, forces in eV/Å.